# 1
C4H11N2S | the ωB97M-V functional and the def2-TZVPD basis

Geometry as XYZ:
```
18
Properties=species:S:1:pos:R:3:forces:R:3:lowdin_charge:R:1
H 2.507810 0.061382 0.458328 -0.10 0.06 0.54 0.061
H -2.527089 0.803149 0.654732 -0.37 -0.46 -0.37 0.091
C 1.838573 0.638448 -0.178518 1.04 -0.73 -0.13 -0.120
H 1.800215 1.661922 0.202331 -0.29 0.01 -0.10 0.060
H 0.526336 -1.084111 0.106638 0.24 0.24 0.84 0.106
S 1.587823 -1.430775 -2.557349 -0.45 -0.70 0.02 0.118
H -0.822467 -0.850378 -1.788571 -0.07 -0.95 -0.33 0.031
H -1.568699 -1.326627 2.212533 0.02 -0.07 0.01 0.040
H 0.147885 0.428600 -2.363485 -0.14 0.08 -0.07 0.033
H 2.424954 0.581889 -1.099134 -0.40 0.37 -0.29 0.019
C 0.509997 -0.080082 -0.341425 -0.22 -0.76 -0.97 -0.511
H -1.837096 -0.814466 0.099664 -0.48 0.23 -0.18 0.104
N -0.562024 0.770667 0.200587 0.89 -0.16 -0.27 -0.063
C 0.212327 -0.519515 -1.812488 0.71 2.37 0.33 -0.765
H -0.129144 1.368951 0.892863 -0.43 0.18 0.12 0.081
N -1.647340 -0.319336 2.144122 0.21 -0.17 -0.39 -0.009
C -1.705124 0.084309 0.699011 -0.36 0.42 0.90 -0.317
H -0.756938 0.025972 2.470161 0.19 0.06 0.36 0.040
```
Forces are in eV/Å.

- highest occupied orbital energy (eV) = -2.365
- gap between HOMO and LUMO (Ha) = 0.2294
- SMILES = C[C@H](C[S-])NCN
- total charge = -1
- relative energy (zero: lowest compared OMol25 entry of this formula, charge and spin) (kcal/mol) = 26.9


# 2
C51H44Cl2N2O5RhS3 | the ωB97M-V functional and the def2-TZVPD basis

Geometry as XYZ:
```
108
Properties=species:S:1:pos:R:3:forces:R:3:lowdin_charge:R:1
C 1.365929 1.807861 2.832331 0.30 -0.33 0.23 -0.089
C 1.827895 3.092811 2.921463 0.09 -0.25 -0.17 -0.015
C -4.347951 -3.873959 0.605528 0.05 0.07 -0.12 -0.046
H 2.226564 -1.282337 -3.159427 0.01 0.00 0.17 0.141
H -1.860471 4.070665 3.099075 -0.06 0.07 0.04 0.123
O -1.736445 -1.229256 -0.018875 0.47 -0.77 0.28 -0.588
C -5.543852 -3.972734 1.297948 0.01 -0.02 0.04 -0.064
H 2.662795 -5.308056 0.708914 0.03 0.07 -0.09 0.145
C 3.871289 -2.622085 -2.765731 -0.18 0.14 0.26 -0.033
H -3.762981 0.487058 -1.218024 -0.08 0.02 0.02 0.120
C 1.177984 4.134856 2.228435 -0.30 0.15 -0.18 -0.164
C 4.720538 0.813412 0.333430 -0.03 -0.16 0.10 -0.063
C 2.238622 -4.325010 0.966254 0.02 -0.29 -0.06 -0.177
O 2.863883 -1.193699 -1.196146 -0.05 0.03 0.70 -0.375
H 3.247032 -3.412100 -2.350668 0.01 -0.08 -0.05 0.069
C 4.020479 -0.119262 -3.106106 -0.14 -0.04 0.12 -0.035
C -0.581814 2.532936 1.572077 0.07 -0.05 -0.38 -0.159
C -3.883705 -4.970491 -0.107731 -0.29 -0.03 0.26 -0.258
H 2.727295 3.313154 3.481425 0.04 -0.02 0.04 0.122
H -3.448116 -0.054029 -6.472891 -0.01 -0.02 -0.05 0.092
C -4.625851 -6.144518 -0.150415 0.18 0.01 0.00 -0.026
H -1.810232 2.102353 -4.875748 0.01 0.05 0.01 0.121
H 4.797276 -0.193806 0.724497 0.05 -0.01 0.03 0.121
H 4.941865 -0.024202 -2.532593 0.03 -0.02 0.03 0.092
C -0.074340 6.159718 0.759500 -0.07 -0.16 -0.06 -0.058
C -1.866502 -1.203431 -4.194437 0.02 0.20 -0.04 -0.023
H -2.009108 -2.158066 -4.685120 -0.01 -0.03 0.01 0.116
C -2.996107 3.157993 1.507682 -0.16 -0.27 -0.11 -0.110
C -0.620400 4.905803 0.773806 0.12 0.22 -0.06 -0.028
H 2.807290 -6.036400 2.908000 0.05 -0.05 0.04 0.119
C 1.704831 -3.690427 5.093459 -0.01 -0.06 -0.15 -0.097
C -4.276294 3.089598 0.903977 0.27 0.19 0.29 -0.150
C 3.175167 -1.281444 -2.608909 0.25 0.20 -0.66 -0.434
C 1.710108 5.445575 2.200554 0.06 0.05 -0.08 -0.027
H -1.300958 2.197301 -2.450810 -0.05 0.06 -0.03 0.125
H 4.371653 4.413609 -1.003220 -0.02 0.02 -0.05 0.121
C -5.026065 4.939058 2.269727 -0.12 -0.09 -0.01 -0.058
H -2.727973 -5.393971 -1.752009 0.05 0.04 0.01 0.153
Cl 2.620436 -6.141808 5.750860 0.01 -0.14 0.09 0.692
H 6.660401 1.409427 1.005223 0.03 0.01 -0.02 0.118
H -0.537225 6.944493 0.176298 -0.02 0.00 -0.01 0.109
N -2.677540 -4.917887 -0.862191 0.06 -0.04 -0.34 0.073
Rh 0.442089 -1.806596 0.322977 -0.16 -1.79 1.46 0.922
O 1.323582 0.777124 -1.466874 -0.13 0.15 -0.16 -0.485
C -4.528147 2.121004 -0.085648 -0.18 -0.17 -0.27 -0.006
H 7.300119 4.034699 -0.885348 0.08 0.04 0.03 0.091
H 1.515930 7.432437 1.457874 0.04 0.00 0.04 0.107
H -3.601862 5.665100 3.721069 -0.02 -0.01 0.05 0.112
C 0.191885 1.571829 2.125813 -0.18 0.50 0.17 0.111
H -4.267496 -6.986209 -0.730064 0.04 -0.05 0.03 0.114
H -5.787391 5.650381 2.557829 -0.06 0.00 -0.03 0.110
C 5.760784 1.715706 0.486752 0.00 0.00 -0.05 -0.023
C -5.810633 -6.239752 0.559973 -0.05 0.05 0.00 -0.074
H -6.241525 3.953790 0.823651 -0.05 0.01 0.00 0.116
C -1.591792 -1.154463 -2.837774 -0.02 -0.06 0.25 -0.065
H -5.509776 2.087735 -0.539763 -0.04 -0.05 -0.01 0.123
H 2.635363 5.636441 2.728922 0.00 0.04 0.06 0.115
C -3.564334 1.245911 -0.472478 0.02 -0.13 -0.02 -0.062
C -1.493551 -4.400879 -0.515650 0.19 -0.10 0.21 -0.794
C 2.453215 -5.084049 3.279180 0.00 -0.11 -0.06 -0.054
C 2.172378 -4.054246 2.361561 -0.36 0.74 0.29 -0.147
C -5.275735 4.003003 1.308971 -0.13 0.13 -0.09 -0.023
N -0.541542 -4.373270 -1.471281 -0.07 0.04 -0.19 0.107
H 4.282206 -0.285442 -4.150240 -0.03 -0.05 -0.04 0.093
C -1.480708 1.250216 -2.942518 0.11 0.02 0.01 -0.060
H -2.002367 -0.984720 -6.857020 0.01 0.02 -0.08 0.081
C 3.574112 1.209514 -0.332581 -0.24 -0.28 0.56 -0.351
S -1.093113 0.071335 -0.455096 -1.41 1.86 -0.41 0.981
C 1.430489 -2.671941 4.221623 0.27 -0.07 -0.38 -0.571
C -2.360158 -0.072103 -6.384321 -0.04 0.01 0.06 -0.041
H 0.407735 -4.160881 -1.189093 0.00 -0.18 0.04 0.053
H 2.512015 2.792706 -1.289026 -0.02 0.03 -0.01 0.113
H -1.975749 0.792942 -6.920614 0.05 -0.03 -0.06 0.082
H -5.909521 -3.119747 1.852602 0.02 0.03 0.01 0.110
H 1.503951 -3.575643 6.148869 -0.02 0.03 0.03 0.114
H 4.811943 -2.611743 -2.216294 0.07 -0.01 -0.03 0.093
C 6.789865 3.990707 0.078852 -0.05 -0.08 -0.06 -0.041
C -1.753312 1.189636 -4.297483 -0.03 0.02 0.06 -0.015
C -6.270629 -5.153794 1.289161 0.01 -0.05 0.01 -0.078
C -1.943782 2.305293 1.033569 -0.27 -0.63 -0.48 -0.095
H -1.516490 -2.056446 -2.246390 -0.07 -0.07 -0.05 0.078
C -2.801841 4.073673 2.570350 -0.06 0.06 0.14 -0.018
H 3.459360 0.809516 -3.034608 0.07 0.06 -0.07 0.071
H 4.072864 -2.825414 -3.815255 -0.01 0.01 -0.05 0.090
C 1.098551 6.434788 1.486119 0.10 0.08 0.07 -0.071
S -1.143647 -3.847199 1.042747 0.20 0.22 0.12 0.793
Cl 0.744057 -1.194607 4.775629 -0.04 0.10 0.14 0.753
C -3.783181 4.953772 2.927298 0.21 -0.10 0.04 -0.048
H 6.413780 4.990630 0.292636 0.08 0.01 0.06 0.083
C -2.268195 1.340275 0.076960 0.54 0.51 0.51 -0.258
C 5.655920 3.011803 -0.013174 -0.04 0.08 -0.03 -0.259
H -0.676704 -4.834873 -2.357029 -0.04 0.05 -0.01 0.118
H -6.368058 -7.165955 0.551681 -0.02 0.00 -0.04 0.109
O 1.637746 -1.748877 2.064745 -0.59 0.55 -0.40 -0.209
H 1.885915 1.003493 3.327051 0.07 -0.17 0.02 0.074
O 1.821390 -3.621944 0.031854 0.04 0.14 -0.16 -0.145
C 2.244767 -4.896003 4.616353 0.01 0.06 -0.12 -0.667
S 2.164662 0.085558 -0.479770 1.03 0.51 -1.45 0.914
C -1.973758 -0.029502 -4.935632 0.00 -0.08 0.01 -0.260
H -3.778910 -2.955460 0.610399 0.00 0.04 0.02 0.085
C 4.473356 3.397990 -0.643619 0.09 -0.15 0.08 -0.021
C -1.435949 0.072443 -2.215634 0.32 0.16 -0.05 -0.381
H 7.515758 3.700442 0.835440 0.01 0.05 0.02 0.080
C 1.727286 -2.776471 2.825092 0.18 -0.51 0.44 -0.400
H -7.191936 -5.229776 1.849534 -0.02 0.01 0.00 0.107
C 3.433182 2.502557 -0.802632 -0.31 0.10 -0.04 -0.068
C -0.025077 3.866820 1.527963 0.23 -0.20 -0.17 -0.126
H -1.514773 4.707998 0.202410 -0.01 0.01 -0.04 0.119
```
Forces are in eV/Å.

- multiplicity = 5
- highest occupied orbital energy (spin up / spin down) (eV) = -10.088 / -10.222
- gap between HOMO and LUMO (spin up / spin down) (Ha) = 0.2809 / 0.2393
- total charge = +1
- relative energy (zero: lowest compared OMol25 entry of this formula, charge and spin) (kcal/mol) = 49.9


# 3
C13H20Br3ClNO | the ωB97M-V functional and the def2-TZVPD basis

Geometry as XYZ:
```
39
Properties=species:S:1:pos:R:3:forces:R:3:lowdin_charge:R:1
Cl 3.057987 3.001825 -2.531151 0.10 0.03 0.03 0.577
H -1.401369 1.133290 3.568911 -0.07 0.04 -0.05 0.180
H 1.552512 -0.444838 0.133692 -0.21 -0.04 -0.09 0.117
H -1.535088 1.108117 -1.962301 0.12 0.22 0.00 0.128
C 1.776633 1.436007 4.191398 -0.60 -0.13 -0.32 0.008
C 0.000126 0.833899 2.138006 0.25 0.02 -0.09 -0.076
H 0.593058 -0.616359 -2.863140 0.04 0.31 -0.22 0.069
H 3.300710 1.114307 2.735654 0.10 -0.02 -0.08 0.135
H -1.814073 -1.689086 -1.373070 -0.09 -0.13 -0.15 0.063
C -1.109405 0.481563 1.185443 -0.34 0.15 0.30 -0.153
C -1.601975 0.433659 -1.115745 -0.29 -0.13 -0.14 -0.170
H -0.257905 -1.200740 -0.775525 0.01 -0.10 0.09 0.091
H 3.017055 0.273250 0.705951 0.09 -0.13 0.08 0.115
C 0.414417 1.432297 4.409932 0.74 0.03 -0.11 -0.008
C 3.218272 1.730659 -1.288220 -0.14 0.18 -0.17 -0.593
H 1.601876 2.560512 -0.116284 0.15 0.15 0.18 0.117
H -1.186510 -0.609808 1.133962 0.11 -0.11 -0.13 0.151
C 1.910150 1.609325 -0.538115 -0.32 -0.42 -0.27 -0.264
C -3.918405 -4.382989 -2.582726 0.02 0.01 0.07 -1.631
H -0.362163 -2.030811 -3.201280 -0.02 0.03 -0.25 0.021
H -2.661590 0.362408 -0.856680 -0.07 -0.01 0.05 0.126
C 1.370558 0.826566 1.855822 -0.10 0.00 0.26 -0.102
Br -4.273090 -5.216868 -0.887531 0.01 0.03 -0.03 0.581
H -4.393355 -4.982403 -3.345666 -0.01 0.01 -0.02 -0.026
H 1.147787 1.359680 -1.268433 -0.14 0.08 -0.04 0.084
C 2.235518 1.127472 2.911422 -0.31 0.13 0.23 0.053
C 1.964810 0.483608 0.516003 0.32 0.24 0.10 -0.117
N -0.405466 1.139329 3.387044 0.24 0.02 0.12 0.145
H -2.051023 0.837400 1.630379 -0.11 -0.11 0.03 0.141
Br -2.033400 -4.347346 -2.971018 -0.05 -0.12 -0.01 0.615
C -1.036373 -0.940246 -1.494506 0.04 0.26 0.18 -0.233
H 2.448077 1.662827 5.001188 0.09 0.04 0.06 0.126
H 3.440956 0.813593 -1.824088 0.11 -0.13 0.03 0.078
C -0.427663 -0.989823 -2.896241 0.08 -0.40 0.60 -0.092
H -0.018334 1.663437 5.367661 -0.24 -0.02 0.04 0.144
Br -4.680860 -2.617475 -2.678187 0.00 0.00 0.00 0.575
H -1.022884 -0.433986 -3.611492 -0.01 0.03 -0.19 0.083
H 4.056979 1.988748 -0.650011 0.08 0.07 0.06 0.075
O -0.916549 1.089003 -0.041059 0.41 -0.06 -0.18 -0.130
```
Forces are in eV/Å.

- highest occupied orbital energy (eV) = -12.276
- gap between HOMO and LUMO (Ha) = 0.2951
- total charge = +1


# 4
C2H6ClISi | the ωB97M-V functional and the def2-TZVPD basis

Geometry as XYZ:
```
11
Properties=species:S:1:pos:R:3:forces:R:3:lowdin_charge:R:1
H 1.154634 -0.082391 -1.750796 0.26 -0.04 0.03 -0.014
H 0.631298 0.517351 1.454849 0.14 0.12 -0.18 0.024
H -0.196615 1.068327 -1.922517 -0.18 0.21 0.14 -0.013
Si -0.890054 -0.837937 0.010436 0.98 2.65 -2.32 -0.220
H -0.283181 -0.539229 -2.692241 -0.16 -0.16 -0.14 -0.010
I -3.171173 0.125176 -0.210994 0.28 -0.25 0.10 0.378
H -0.910787 0.271394 2.248730 -0.14 -0.03 -0.07 0.014
H 0.275526 -1.024638 2.214358 0.07 -0.18 0.02 0.019
Cl -1.004022 -2.850384 -0.076026 0.07 -0.52 -0.01 0.276
C 0.084756 0.028914 -1.851673 -1.11 -1.50 2.77 -0.176
C -0.151754 -0.210768 1.636423 -0.20 -0.29 -0.33 -0.279
```
Forces are in eV/Å.

- highest occupied orbital energy (eV) = -9.429
- gap between HOMO and LUMO (Ha) = 0.3673
- SMILES = C[Si](C)(Cl)I
- total charge = 0
- relative energy (zero: lowest compared OMol25 entry of this formula, charge and spin) (kcal/mol) = 9.9


| no. | maximum force (eV Å⁻¹) |
| --- | --- |
| 1 | 2.49 |
| 2 | 2.37 |
| 3 | 0.75 |
| 4 | 3.66 |